Record 1
This record from the Open Molecules 2025 dataset describes 9 unconnected molecules or ions with the total composition C9H36O9 in a non-equilibrium geometry. The level of theory is the ωB97M-V functional and the def2-TZVPD basis.

Its multiplicity is 1. The orbital gap comes out at 10.00 eV. The highest occupied orbital energy comes out at -9.89 eV. As for the strongest force on any atom: 4.39 eV/Å. For the total energy, the calculation gives -28344.4101 eV. The calculation puts the energy above the lowest of the compared OMol25 structures with the same formula, charge and spin at 20.7 kcal per mole.

Each line ends with the Löwdin charge.
Atoms and positions in Å:
C 1.988 2.776 -2.724  -0.056
C 0.787 2.114 -2.112  -0.518
C -0.266 1.761 -3.146  -0.045
O 1.309 0.970 -1.476  -0.117
H 2.442 2.027 -3.405  0.097
H 2.702 3.088 -1.959  0.073
H 1.673 3.640 -3.344  0.088
H 0.300 2.704 -1.312  0.144
H -1.166 1.327 -2.718  0.076
H 0.080 1.089 -3.901  0.074
H -0.563 2.715 -3.591  0.082
H 0.514 0.490 -1.076  0.070
C -4.526 1.552 1.356  -0.054
C -3.121 2.155 1.559  -0.424
C -2.428 1.207 2.555  -0.076
O -2.287 2.206 0.383  -0.091
H -4.934 1.364 2.317  0.062
H -4.451 0.598 0.862  0.075
H -5.196 2.157 0.742  0.079
H -3.179 3.205 1.949  0.151
H -2.724 1.445 3.567  0.074
H -1.324 1.337 2.550  0.082
H -2.620 0.169 2.391  0.066
H -1.884 1.332 0.317  0.035
C 2.735 -3.881 -0.912  -0.021
C 1.699 -2.714 -1.037  -0.481
C 1.340 -2.456 -2.423  -0.086
O 0.439 -2.884 -0.359  -0.073
H 3.753 -3.500 -0.829  0.085
H 2.568 -4.724 -1.638  0.104
H 2.581 -4.277 0.032  0.008
H 2.132 -1.738 -0.687  0.140
H 0.773 -1.641 -2.594  0.024
H 0.957 -3.334 -2.964  0.099
H 2.247 -2.139 -2.989  0.108
H 0.654 -3.146 0.572  0.045
O -3.765 3.195 -1.855  -0.070
H -3.252 3.751 -2.488  0.049
H -3.095 3.140 -1.195  -0.035
O 3.320 1.129 0.666  -0.112
H 2.644 0.987 -0.059  0.026
H 3.872 1.931 0.403  0.079
O 1.386 -3.295 2.249  -0.056
H 1.048 -3.695 3.055  0.029
H 1.975 -4.021 1.914  0.077
O 1.211 -0.195 2.344  -0.067
H 2.009 0.221 1.901  0.051
H 1.345 -1.141 2.485  0.019
O -0.527 0.013 0.231  -0.026
H 0.017 0.133 1.007  0.016
H -1.097 -0.722 0.211  0.057
O 0.246 -2.949 4.863  -0.047
H -0.281 -2.171 4.613  0.059
H -0.061 -3.304 5.699  0.047

Record 2
This record from the Open Molecules 2025 dataset describes a molecular structure, C36H51BrF5N5O3S2SiSnTe in a non-equilibrium geometry. The level of theory is the ωB97M-V functional and the def2-TZVPD basis.

Its multiplicity is 1. The net charge is +2. The orbital gap comes out at 5.11 eV. The highest occupied orbital energy comes out at -12.04 eV. As for the strongest force on any atom: 1.39 eV/Å. For the total energy, the calculation gives -178043.7158 eV. The calculation puts the energy above the lowest of the compared OMol25 structures with the same formula, charge and spin at 0.0 kcal per mole.

Each line ends with the Löwdin charge.
Atoms and positions in Å:
Sn -0.649 1.251 -0.558  1.122
C 3.238 5.183 6.009  -0.026
C 2.548 4.277 5.037  -0.236
C 3.257 3.262 4.390  -0.006
C 2.633 2.408 3.504  -0.031
C 1.266 2.563 3.280  -0.305
C 0.533 3.572 3.898  -0.039
C 1.184 4.414 4.782  -0.009
S 0.542 1.647 2.012  0.585
O -0.902 1.746 2.095  -0.327
O 1.071 0.322 1.929  -0.329
N 0.935 2.337 0.530  -0.133
C 0.314 3.568 0.258  -0.440
C 0.950 4.776 0.474  0.035
C 0.244 5.929 0.190  0.008
C -1.060 5.825 -0.277  -0.002
C -1.603 4.584 -0.514  -0.065
N -0.906 3.456 -0.262  0.005
H 4.279 5.341 5.734  0.089
H 3.225 4.737 7.005  0.102
H 2.740 6.148 6.076  0.088
H 4.315 3.146 4.586  0.128
H 3.184 1.618 3.012  0.121
H -0.527 3.671 3.714  0.120
H 0.624 5.191 5.284  0.127
H 1.949 4.791 0.882  0.136
H 0.705 6.898 0.328  0.132
H -1.645 6.703 -0.508  0.129
H -2.586 4.479 -0.937  0.121
C 4.023 0.011 -1.962  -0.083
C 3.842 -1.339 -1.252  -0.612
C 5.111 -2.200 -1.457  -0.065
C 3.695 -1.024 0.250  -0.093
Si 2.423 -2.346 -1.998  0.857
Br 0.317 -1.081 -0.825  0.648
C 1.974 -2.040 -3.809  -0.614
C 0.823 -2.942 -4.274  -0.081
C 1.562 -0.591 -4.130  -0.096
C 3.254 -2.403 -4.598  -0.064
C 2.025 -4.031 -1.242  -0.621
C 2.387 -4.080 0.252  -0.084
C 0.549 -4.465 -1.358  -0.098
C 2.908 -5.039 -2.013  -0.062
H 4.875 0.519 -1.506  0.098
H 3.153 0.658 -1.846  0.078
H 4.242 -0.088 -3.023  0.070
H 5.963 -1.637 -1.072  0.103
H 5.314 -2.421 -2.505  0.081
H 5.071 -3.140 -0.911  0.071
H 4.522 -0.367 0.529  0.096
H 3.759 -1.903 0.882  0.071
H 2.769 -0.504 0.488  0.020
H -0.101 -2.746 -3.731  0.083
H 1.060 -4.000 -4.197  0.071
H 0.634 -2.734 -5.330  0.099
H 0.726 -0.253 -3.519  0.019
H 1.231 -0.563 -5.170  0.096
H 2.375 0.121 -4.032  0.072
H 3.553 -3.443 -4.461  0.082
H 4.102 -1.768 -4.347  0.069
H 3.047 -2.263 -5.661  0.105
H 1.851 -3.338 0.843  0.072
H 3.453 -3.950 0.427  0.073
H 2.120 -5.067 0.635  0.098
H -0.155 -3.718 -0.999  0.023
H 0.417 -5.357 -0.744  0.095
H 0.262 -4.728 -2.371  0.070
H 3.973 -4.830 -1.922  0.079
H 2.660 -5.088 -3.073  0.073
H 2.733 -6.030 -1.591  0.106
N -1.312 -2.136 2.092  0.110
C -2.669 -2.223 2.402  -0.339
C -3.409 -3.324 1.989  -0.048
C -4.757 -3.435 2.318  -0.092
C -5.386 -2.452 3.062  -0.114
C -4.649 -1.355 3.469  -0.089
C -3.302 -1.232 3.139  -0.049
H -0.859 -2.896 1.625  0.068
H -0.745 -1.371 2.395  0.056
H -2.919 -4.114 1.431  0.107
H -5.308 -4.314 2.007  0.107
H -6.424 -2.552 3.345  0.105
H -5.120 -0.587 4.070  0.109
H -2.731 -0.377 3.475  0.106
N -7.326 -0.751 0.186  0.118
C -6.825 0.486 0.245  -0.833
S -7.711 1.853 0.330  0.767
C -5.325 0.555 0.190  -0.179
C -4.556 -0.388 -0.482  0.041
C -3.192 -0.240 -0.546  -0.100
N -2.565 0.803 0.031  -0.084
C -3.303 1.723 0.693  -0.091
C -4.664 1.623 0.789  0.006
H -8.328 -0.861 0.171  0.118
H -6.751 -1.575 0.161  0.099
H -5.000 -1.219 -1.008  0.133
H -2.572 -0.954 -1.064  0.093
H -2.776 2.548 1.138  0.105
H -5.233 2.378 1.311  0.106
F -0.866 1.461 -4.982  -0.297
Te -1.840 2.022 -3.541  1.854
F -2.779 2.798 -2.128  -0.356
F -0.233 2.669 -2.671  -0.383
F -1.975 3.666 -4.333  -0.294
F -3.458 1.542 -4.244  -0.296
O -1.489 0.594 -2.400  -0.668

Record 3
This record from the Open Molecules 2025 dataset describes 8 unconnected molecules or ions with the total composition C34H68BBr2N2O18P2 in a non-equilibrium geometry. The level of theory is the ωB97M-V functional and the def2-TZVPD basis.

Its multiplicity is 1. The net charge is -1. The orbital gap comes out at 6.13 eV. The highest occupied orbital energy comes out at -4.52 eV. As for the strongest force on any atom: 4.26 eV/Å. For the total energy, the calculation gives -235539.4076 eV.

Each line ends with the Löwdin charge.
Atoms and positions in Å:
C -2.097 -5.479 -0.705  -0.102
C -2.899 -4.095 -0.841  -0.286
N -2.621 -3.318 0.362  -0.031
B -2.845 -1.840 0.280  -1.084
O -2.216 -1.253 1.566  -0.012
C -2.999 -0.370 2.165  -0.483
N -3.351 0.635 2.589  0.142
P -4.768 -1.398 0.358  0.831
P -5.895 -2.199 -1.307  0.309
O -5.144 -2.431 -2.572  -0.384
O -6.728 -3.593 -0.890  -0.235
O -7.092 -1.067 -1.645  -0.245
C -2.131 -1.040 -0.962  -0.517
Br -3.232 0.298 -1.927  0.783
C -0.865 -1.146 -1.406  -0.712
C -0.317 -0.322 -2.615  -0.178
Br 0.387 -2.356 -0.539  0.750
H -2.641 -6.260 -1.266  0.052
H -1.089 -5.267 -1.150  0.059
H -2.004 -5.711 0.374  0.058
H -2.562 -3.652 -1.805  0.106
H -3.978 -4.404 -0.847  0.092
H -1.777 -3.592 0.852  0.063
H -5.245 -2.133 1.498  -0.054
H -6.830 -4.063 -1.736  0.057
H -7.073 -0.464 -0.877  0.020
H -0.210 0.748 -2.339  0.073
H 0.641 -0.785 -2.959  0.056
H -1.015 -0.417 -3.485  0.052
O 2.034 -0.498 2.285  0.089
C 1.414 0.349 2.871  -0.509
O 1.950 1.578 3.031  -0.020
C 1.244 2.693 3.580  -0.231
C 1.257 2.662 5.095  -0.070
C 0.084 0.034 3.500  0.022
H 0.234 2.754 3.169  0.119
H 1.772 3.584 3.236  0.120
H 0.758 1.773 5.484  0.067
H 0.756 3.542 5.502  0.079
H 2.284 2.637 5.465  0.078
H 0.252 -0.489 4.443  0.101
H -0.472 -0.614 2.822  0.073
H -0.543 0.904 3.678  0.066
O -5.075 1.686 -3.869  0.031
C -4.836 1.405 -5.010  -0.533
O -3.790 1.982 -5.635  0.000
C -3.332 1.613 -6.936  -0.236
C -4.149 2.287 -8.021  -0.072
C -5.738 0.475 -5.778  0.020
H -3.303 0.526 -7.044  0.117
H -2.299 1.957 -7.000  0.123
H -5.198 1.988 -7.979  0.064
H -3.759 2.034 -9.009  0.078
H -4.123 3.370 -7.897  0.082
H -6.621 1.026 -6.104  0.095
H -6.041 -0.334 -5.113  0.095
H -5.267 0.008 -6.641  0.068
O 8.708 -1.804 2.075  0.086
C 7.778 -1.236 2.590  -0.539
O 6.687 -0.951 1.870  0.005
C 5.475 -0.407 2.425  -0.217
C 5.575 1.096 2.581  -0.060
C 7.862 -0.764 4.020  0.005
H 5.212 -0.914 3.356  0.117
H 4.683 -0.638 1.714  0.116
H 6.373 1.382 3.269  0.062
H 4.635 1.504 2.957  0.073
H 5.804 1.563 1.623  0.071
H 8.441 0.160 4.055  0.090
H 8.368 -1.530 4.607  0.088
H 6.896 -0.600 4.492  0.066
O 3.670 0.399 -3.349  0.104
C 4.056 1.316 -2.677  -0.527
O 3.268 2.393 -2.500  -0.001
C 3.569 3.469 -1.605  -0.228
C 4.520 4.464 -2.239  -0.069
C 5.447 1.314 -2.094  0.013
H 3.935 3.087 -0.649  0.114
H 2.619 3.962 -1.397  0.125
H 5.479 4.006 -2.486  0.064
H 4.703 5.303 -1.564  0.076
H 4.102 4.846 -3.172  0.081
H 6.159 1.592 -2.872  0.093
H 5.672 0.308 -1.742  0.094
H 5.573 1.976 -1.239  0.060
O -3.557 6.439 0.375  0.076
C -4.086 5.359 0.269  -0.535
O -4.675 5.018 -0.886  0.001
C -5.205 3.709 -1.158  -0.225
C -6.596 3.552 -0.579  -0.058
C -4.167 4.419 1.445  0.008
H -4.518 2.934 -0.819  0.087
H -5.259 3.621 -2.242  0.106
H -6.596 3.655 0.508  0.066
H -7.006 2.573 -0.831  0.077
H -7.260 4.326 -0.970  0.079
H -4.973 4.743 2.104  0.094
H -3.222 4.460 1.985  0.087
H -4.322 3.377 1.174  0.062
O 5.862 4.320 2.115  0.107
C 6.846 4.863 2.538  -0.523
O 7.878 4.120 2.982  -0.005
C 9.146 4.658 3.373  -0.233
C 9.111 5.173 4.797  -0.067
C 6.909 6.364 2.660  0.010
H 9.484 5.412 2.659  0.115
H 9.855 3.832 3.308  0.123
H 8.394 5.987 4.914  0.066
H 10.095 5.536 5.098  0.081
H 8.802 4.380 5.480  0.084
H 6.361 6.672 3.551  0.098
H 6.439 6.801 1.779  0.091
H 7.919 6.766 2.703  0.066
O -2.583 -7.888 0.272  0.094
C -3.110 -8.962 0.186  -0.501
O -3.692 -9.331 -0.975  0.004
C -4.220 -10.634 -1.229  -0.240
C -5.620 -10.780 -0.665  -0.069
C -3.208 -9.875 1.384  0.009
H -3.537 -11.407 -0.869  0.113
H -4.259 -10.736 -2.314  0.121
H -5.632 -10.661 0.419  0.066
H -6.030 -11.763 -0.907  0.079
H -6.276 -10.012 -1.075  0.085
H -4.021 -9.532 2.026  0.097
H -2.269 -9.823 1.933  0.091
H -3.365 -10.923 1.135  0.063

Record 4
This record from the Open Molecules 2025 dataset describes a molecular structure, C29H45AlN2S3. The level of theory is the ωB97M-V functional and the def2-TZVPD basis.

Its multiplicity is 1. The net charge is +2. The orbital gap comes out at 7.52 eV. The highest occupied orbital energy comes out at -14.31 eV. As for the strongest force on any atom: 0.77 eV/Å. For the total energy, the calculation gives -72873.1202 eV. The calculation puts the energy above the lowest of the compared OMol25 structures with the same formula, charge and spin at 17.0 kcal per mole.

Each line ends with the Löwdin charge.
Atoms and positions in Å:
Al -0.607 0.320 0.257  0.401
C 0.855 -1.270 0.850  -0.096
C 1.194 0.180 1.098  -0.253
C 2.035 0.543 -0.056  -0.121
C 2.225 -0.600 -0.813  0.031
C 1.553 -1.716 -0.262  -0.162
C 1.691 -3.134 -0.768  -0.538
C 1.489 -3.211 -2.286  -0.019
C 3.134 -3.569 -0.453  -0.017
C 0.719 -4.075 -0.060  -0.032
C 2.598 1.895 -0.487  -0.520
C 3.842 2.259 0.340  -0.021
C 3.062 1.847 -1.949  -0.045
C 1.540 2.994 -0.372  -0.039
C 1.505 0.448 2.607  -0.499
C 2.922 -0.098 2.853  -0.008
C 0.566 -0.377 3.511  -0.044
C 1.484 1.911 3.046  -0.030
H 0.478 -1.923 1.618  0.115
H 2.805 -0.635 -1.720  0.123
H 2.149 -2.528 -2.818  0.087
H 0.461 -2.992 -2.571  0.060
H 1.713 -4.218 -2.636  0.101
H 3.860 -2.957 -0.986  0.093
H 3.279 -4.604 -0.759  0.099
H 3.344 -3.497 0.613  0.094
H -0.321 -3.768 -0.197  0.074
H 0.918 -4.127 1.010  0.093
H 0.818 -5.083 -0.459  0.100
H 4.592 1.472 0.268  0.103
H 3.628 2.422 1.391  0.059
H 4.284 3.175 -0.051  0.102
H 3.922 1.194 -2.082  0.096
H 3.366 2.845 -2.261  0.100
H 2.281 1.509 -2.630  0.073
H 1.234 3.187 0.650  0.060
H 0.637 2.736 -0.952  0.063
H 1.921 3.923 -0.793  0.104
H 3.007 -1.130 2.513  0.097
H 3.150 -0.077 3.918  0.106
H 3.675 0.493 2.339  0.077
H 0.945 -1.385 3.664  0.099
H -0.452 -0.499 3.116  0.054
H 0.488 0.087 4.496  0.107
H 2.187 2.523 2.493  0.062
H 1.775 1.965 4.096  0.106
H 0.506 2.384 2.957  0.056
C -4.657 -0.335 0.626  -0.432
C -4.755 0.011 -0.852  -0.486
S -3.551 1.143 -1.557  0.916
C -3.730 2.777 -0.845  -0.490
C -3.298 2.985 0.596  -0.411
S -1.681 2.324 1.170  0.962
C -2.100 1.636 2.787  -0.461
C -3.155 0.546 2.777  -0.448
S -3.001 -0.617 1.382  0.935
H -5.239 -1.243 0.798  0.097
H -5.129 0.449 1.211  0.073
H -5.766 0.369 -1.055  0.101
H -4.620 -0.883 -1.466  0.075
H -4.753 3.145 -0.935  0.104
H -3.127 3.402 -1.507  0.087
H -4.032 2.578 1.288  0.076
H -3.235 4.057 0.782  0.101
H -2.349 2.464 3.453  0.121
H -1.153 1.234 3.130  0.027
H -4.158 0.961 2.751  0.076
H -3.073 -0.001 3.718  0.105
N -2.234 -2.108 -6.389  0.236
C -1.925 -1.731 -5.352  -0.132
C -1.543 -1.261 -4.053  -0.165
C -0.768 -0.114 -3.919  0.057
C -0.446 0.319 -2.649  -0.066
N -0.832 -0.342 -1.550  -0.014
C -1.555 -1.467 -1.681  -0.130
C -1.944 -1.951 -2.908  0.027
H -0.433 0.440 -4.784  0.147
H 0.136 1.216 -2.499  0.112
H -1.828 -1.984 -0.767  0.104
H -2.523 -2.859 -2.978  0.148